C27H53AlBrCl3FKN2NaO7V as an isolated structure. Source: OMol25; level of theory: ωB97M-V with the def2-TZVPD basis set.

charge	+2
lowest unoccupied orbital energy	-0.294	Ha
maximum force	0.17698	hartree/bohr

```
98
Properties=species:S:1:pos:R:3:mulliken_charge:R:1
C -0.01 0.37 4.20 -0.79
C 0.41 1.63 3.29 -0.81
C 0.97 1.27 1.83 -0.53
C 2.04 0.07 1.78 0.83
C 3.11 -0.10 2.98 0.03
C 4.05 1.22 3.09 -0.15
F 4.39 1.44 4.50 -0.39
C 1.45 -1.26 1.05 0.66
C -0.13 -1.57 1.16 -0.98
C -0.93 -1.35 -0.25 -0.53
C -2.52 -1.35 0.16 -0.43
Cl -2.87 0.42 0.68 -0.20
O 1.65 -1.16 -0.41 -0.28
C 1.98 0.24 -0.65 -0.18
O 1.58 1.02 -1.58 -0.61
C 3.03 0.51 0.55 0.28
C 4.31 -0.44 0.22 -0.62
C 4.86 -0.37 -1.29 1.04
C 6.49 -0.38 -1.37 -0.91
Cl 4.29 -1.82 -2.32 -0.18
H -1.17 0.17 4.17 0.48
H 0.21 0.68 5.30 0.27
H 0.55 -0.61 3.97 -0.09
H 1.12 2.37 3.83 0.39
H -0.57 2.24 3.12 0.40
H 1.52 2.21 1.45 0.40
H 0.07 1.14 1.13 0.24
H 3.83 -1.00 2.82 -0.32
H 2.65 -0.25 4.02 0.35
H 3.46 2.16 2.77 0.24
H 5.04 1.11 2.54 0.15
H 2.03 -2.13 1.53 -0.20
H -0.27 -2.68 1.45 0.41
H -0.69 -0.94 1.93 0.14
H -0.75 -0.28 -0.68 0.28
H -0.68 -2.16 -1.02 0.52
H -2.68 -2.06 1.04 0.44
H -3.16 -1.62 -0.80 0.19
H 3.35 1.61 0.46 0.61
H 4.11 -1.57 0.43 -0.14
H 5.22 -0.18 0.88 -0.04
H 4.53 0.61 -1.81 -0.60
H 6.85 -1.44 -1.62 0.28
H 6.77 0.36 -2.21 0.30
H 6.99 0.02 -0.42 0.29
C 7.03 -2.74 2.71 -0.89
C 6.70 -3.91 3.62 -0.38
C 5.85 -4.98 2.92 -0.55
C 4.55 -4.39 2.46 0.86
N 3.51 -3.91 2.09 -1.06
H 6.13 -2.21 2.38 0.05
H 7.66 -2.01 3.23 0.40
H 7.58 -3.07 1.82 0.37
H 6.16 -3.53 4.50 0.24
H 7.63 -4.36 3.97 0.34
H 5.65 -5.81 3.61 0.31
H 6.39 -5.39 2.06 0.32
Na -0.70 -1.77 5.11 0.93
O 5.71 -2.30 -7.19 -0.39
C 6.05 -1.58 -6.17 0.19
C 7.39 -2.22 -5.48 -0.18
O 7.72 -1.50 -4.43 -0.41
H 5.32 -1.49 -5.35 0.02
H 6.30 -0.53 -6.36 0.23
H 8.13 -2.29 -6.29 0.31
H 7.15 -3.28 -5.30 0.25
C -7.90 3.82 -1.29 -1.36
C -6.71 2.90 -1.54 -0.27
N -7.08 1.57 -2.04 0.18
C -5.99 0.62 -1.99 -0.76
C -4.78 0.92 -2.90 -1.00
C -7.90 1.54 -3.25 -0.70
C -7.33 2.21 -4.50 -0.98
H -8.62 3.35 -0.62 0.19
H -7.56 4.74 -0.83 0.50
H -8.41 4.09 -2.22 0.35
H -6.19 2.78 -0.59 0.41
H -6.01 3.40 -2.22 0.29
H -6.37 -0.38 -2.22 0.36
H -5.64 0.55 -0.93 0.37
H -5.00 0.71 -3.95 0.19
H -3.94 0.28 -2.64 0.54
H -4.43 1.95 -2.81 0.28
H -8.87 2.00 -3.03 0.46
H -8.15 0.50 -3.49 0.36
H -6.91 3.20 -4.29 0.26
H -8.14 2.36 -5.23 0.38
H -6.58 1.60 -4.99 0.27
O -9.96 4.09 2.49 -0.93
V -10.50 4.92 1.06 1.46
O -11.05 5.75 -0.37 -0.84
K 2.33 -4.19 4.12 0.85
O -12.97 3.33 3.92 -0.64
H -12.80 3.44 4.87 0.31
H -12.10 3.44 3.52 0.33
Cl 2.27 0.26 -3.40 -0.35
Al 3.41 2.35 -3.42 0.39
Br -4.55 -0.97 -1.02 -0.10
```

A 9-piece molecular cluster, C27H53F10N12O20S10 overall. Source: OMol25; level of theory: ωB97M-V with the def2-TZVPD basis set.

charge	-1
lowest unoccupied orbital energy	-0.007	Ha
maximum force	0.13601	hartree/bohr

```
132
Properties=species:S:1:pos:R:3:mulliken_charge:R:1
C -1.43 2.26 -2.01 -1.07
C -0.94 1.85 -0.63 0.41
C 0.37 1.04 -0.71 0.44
C 0.51 0.16 0.52 -0.76
N 1.79 -0.60 0.63 1.31
C 3.07 0.25 0.71 -0.36
C 4.08 -0.48 -0.14 -0.80
C 3.26 -1.11 -1.25 -0.28
C 1.96 -1.52 -0.59 -0.33
C 1.82 -1.46 1.84 -1.40
H -1.79 1.43 -2.61 -0.44
H -0.66 2.81 -2.56 0.67
H -2.31 2.88 -1.83 0.31
H -1.72 1.25 -0.13 -0.56
H -0.91 2.75 0.00 0.38
H 1.17 1.78 -0.73 0.29
H 0.45 0.51 -1.66 -0.25
H -0.28 -0.59 0.65 -0.05
H 0.34 0.81 1.38 0.31
H 3.29 0.33 1.77 0.08
H 2.91 1.28 0.38 0.27
H 4.59 -1.27 0.42 0.14
H 4.92 0.10 -0.49 0.58
H 3.75 -1.97 -1.70 0.44
H 2.99 -0.38 -2.02 0.27
H 2.06 -2.52 -0.17 0.22
H 1.13 -1.47 -1.30 0.06
H 1.90 -0.86 2.74 0.32
H 2.73 -2.05 1.79 0.53
H 0.93 -2.09 1.87 0.37
C 5.15 -1.27 10.14 -1.02
C 5.74 -0.43 9.01 -0.66
N 4.96 -0.57 7.79 0.20
C 5.13 -1.58 6.87 -0.71
C 4.17 -1.42 5.92 -0.38
N 3.40 -0.35 6.31 0.27
C 3.95 0.20 7.38 -0.06
C 2.19 0.17 5.68 -0.96
H 4.10 -1.03 10.31 0.32
H 5.64 -1.05 11.09 0.38
H 5.27 -2.34 9.96 0.32
H 6.79 -0.64 8.84 0.38
H 5.69 0.62 9.32 0.33
H 5.83 -2.37 7.06 0.51
H 3.94 -2.04 5.07 0.60
H 3.58 1.03 7.96 0.40
H 1.64 0.68 6.46 0.37
H 1.57 -0.61 5.25 0.37
H 2.46 0.86 4.88 0.32
C -4.16 0.79 -6.50 -1.19
C -4.95 0.01 -5.43 -0.10
N -4.29 -1.14 -4.85 0.42
C -3.12 -1.20 -4.17 -0.58
C -3.00 -2.41 -3.57 -1.03
N -4.07 -3.13 -4.03 0.39
C -4.86 -2.36 -4.77 -0.18
C -4.35 -4.55 -3.77 -1.09
H -3.60 1.60 -6.05 0.29
H -4.79 1.16 -7.31 0.36
H -3.43 0.12 -6.97 0.32
H -5.93 -0.29 -5.80 0.54
H -5.30 0.75 -4.71 -0.04
H -2.57 -0.27 -4.08 0.55
H -2.22 -2.84 -2.97 0.74
H -5.81 -2.63 -5.19 0.42
H -4.23 -5.09 -4.71 0.38
H -5.39 -4.62 -3.46 0.39
H -3.65 -4.92 -3.04 0.33
C -4.77 -3.19 -0.62 -0.44
C -4.60 -3.11 0.89 -0.72
N -4.37 -1.72 1.30 0.24
C -3.21 -1.00 1.20 -0.72
C -3.37 0.18 1.86 -0.42
N -4.66 0.17 2.31 0.26
C -5.26 -0.96 1.96 -0.20
C -5.37 1.16 3.13 -1.04
H -4.12 -2.48 -1.13 0.02
H -5.79 -2.97 -0.93 0.33
H -4.51 -4.19 -0.98 0.29
H -3.74 -3.67 1.24 0.36
H -5.51 -3.40 1.40 0.31
H -2.33 -1.47 0.78 0.59
H -2.68 0.96 2.13 0.54
H -6.16 -1.37 2.38 0.40
H -5.09 2.18 2.89 0.37
H -5.37 0.97 4.20 0.32
H -6.39 1.08 2.77 0.43
N 6.46 3.17 4.83 -0.39
S 6.85 4.40 3.95 1.09
O 5.83 4.85 3.04 -0.58
O 8.21 4.36 3.49 -0.59
F 6.80 5.57 5.03 -0.27
S 5.82 2.15 3.73 1.13
O 6.78 1.71 2.77 -0.59
O 4.44 2.37 3.39 -0.57
F 5.69 0.82 4.64 -0.20
N 5.66 -3.91 -0.50 -0.14
S 4.78 -4.82 0.36 1.11
O 5.37 -5.82 1.20 -0.63
O 3.42 -5.09 -0.05 -0.62
F 4.38 -3.68 1.52 -0.34
S 6.11 -5.10 -1.60 0.99
O 5.05 -5.47 -2.48 -0.56
O 7.05 -6.10 -1.22 -0.56
F 6.97 -4.12 -2.52 -0.27
N 0.87 -0.33 -6.49 -0.61
S 0.29 1.08 -6.09 1.14
O 1.25 1.93 -5.43 -0.59
O -1.09 1.09 -5.68 -0.35
F 0.25 1.84 -7.49 -0.32
S 1.08 -0.89 -4.99 1.02
O -0.17 -1.20 -4.36 -0.40
O 2.18 -0.50 -4.15 -0.55
F 1.58 -2.35 -5.45 -0.34
N -1.36 6.89 -4.55 -0.38
S -1.98 5.49 -4.41 0.99
O -1.19 4.31 -4.66 -0.27
O -3.40 5.42 -4.68 -0.60
F -1.98 5.47 -2.78 -0.35
S -1.23 7.02 -6.18 1.10
O -2.40 6.89 -7.00 -0.57
O 0.00 6.52 -6.71 -0.58
F -1.02 8.61 -6.14 -0.30
N -6.43 1.98 -0.29 -0.36
S -5.45 3.15 0.03 1.04
O -5.48 4.29 -0.82 -0.59
O -4.22 2.73 0.64 -0.50
F -6.26 3.65 1.35 -0.36
S -5.90 1.40 -1.70 0.96
O -4.51 1.09 -1.89 -0.11
O -6.55 1.96 -2.84 -0.63
F -6.66 -0.03 -1.67 -0.38
```

A 8-piece molecular cluster, C27H53N5O11 overall. Source: OMol25; level of theory: ωB97M-V with the def2-TZVPD basis set.

2S+1	2
⟨S²⟩	0.78
charge	+1
lowest unoccupied orbital energy (spin up / spin down)	-0.125 / -0.320	Ha
energy above the lowest of the compared OMol25 structures with the same formula, charge and spin	191.8	kJ/mol
maximum force	0.10595	hartree/bohr

```
96
Properties=species:S:1:pos:R:3:lowdin_spin:R:1
C 3.20 -0.90 -2.17 0.00
C 3.92 -1.00 -0.77 0.00
O 4.74 -0.11 -0.51 0.00
N 3.65 -2.01 0.02 0.00
C 2.87 -3.16 -0.35 0.00
H 2.80 0.11 -2.28 0.00
H 2.27 -1.45 -2.25 0.00
H 3.94 -0.88 -2.97 0.00
H 4.04 -2.03 0.95 0.00
H 1.83 -2.83 -0.39 0.00
H 2.83 -3.94 0.42 0.00
H 3.23 -3.58 -1.29 0.00
C -0.30 -4.77 -1.06 0.00
C 0.44 -4.73 -2.42 0.00
O 0.79 -3.62 -2.86 0.00
N 0.68 -5.85 -3.11 0.00
C 1.36 -5.83 -4.43 0.00
H -0.58 -3.73 -0.91 0.00
H 0.38 -5.13 -0.29 0.00
H -1.19 -5.39 -1.17 0.00
H 0.80 -6.68 -2.56 0.00
H 0.61 -5.30 -5.03 0.00
H 1.45 -6.86 -4.77 0.00
H 2.28 -5.24 -4.43 0.00
C -3.82 1.30 -6.00 0.00
C -3.53 1.27 -4.45 0.00
O -3.64 0.26 -3.78 0.00
N -3.24 2.54 -3.97 0.00
C -2.85 2.77 -2.57 0.00
H -4.88 1.27 -6.24 0.00
H -3.40 0.45 -6.55 0.00
H -3.54 2.24 -6.47 0.00
H -3.44 3.34 -4.55 0.00
H -3.46 2.20 -1.87 0.00
H -3.03 3.81 -2.29 0.00
H -1.79 2.62 -2.35 0.00
C 0.69 1.01 0.71 0.00
C 0.15 0.53 -0.63 0.00
O 0.56 1.06 -1.68 0.00
N -0.86 -0.34 -0.68 0.00
C -1.39 -0.79 -1.96 0.00
H 0.12 0.55 1.52 0.00
H 0.58 2.10 0.75 0.00
H 1.73 0.71 0.80 0.00
H -1.41 -0.54 0.14 0.00
H -1.63 0.11 -2.52 0.00
H -2.31 -1.34 -1.75 0.00
H -0.70 -1.51 -2.41 0.00
C -0.80 1.00 4.30 0.02
C -1.49 1.71 5.45 0.03
O -0.89 2.14 6.40 0.51
N -2.84 1.66 5.59 0.35
C -3.84 1.48 4.53 0.05
H 0.18 0.72 4.70 0.00
H -0.54 1.69 3.50 0.00
H -1.25 0.07 3.95 0.01
H -3.19 1.94 6.50 0.00
H -3.39 1.16 3.59 0.00
H -4.41 2.39 4.34 0.01
H -4.48 0.64 4.80 0.02
O 1.34 6.93 -3.73 0.00
C 1.05 6.42 -2.61 0.00
O -0.07 5.63 -2.38 0.00
C -0.04 5.11 -1.03 0.00
C 1.28 5.50 -0.43 0.00
C 1.87 6.61 -1.29 0.00
H -0.12 4.03 -1.07 0.00
H -0.85 5.57 -0.46 0.00
H 1.93 4.63 -0.51 0.00
H 1.15 5.71 0.63 0.00
H 2.93 6.41 -1.43 0.00
H 1.64 7.59 -0.88 0.00
O 2.21 3.76 2.88 0.00
C 2.91 2.81 3.09 0.00
O 2.68 1.97 4.14 0.00
C 3.59 0.86 4.17 0.00
C 4.28 0.86 2.82 0.00
C 4.04 2.27 2.22 0.00
H 3.09 -0.08 4.41 0.00
H 4.32 0.95 4.97 0.00
H 3.87 0.10 2.15 0.00
H 5.34 0.60 2.82 0.00
H 3.79 2.24 1.16 0.00
H 4.92 2.90 2.36 0.00
O -2.20 -1.32 1.55 0.00
C -2.38 -2.52 1.88 0.00
O -2.02 -3.01 3.08 0.00
C -2.41 -4.40 3.17 0.00
C -2.50 -4.81 1.72 0.00
C -3.02 -3.61 0.98 0.00
H -3.39 -4.36 3.65 0.00
H -1.81 -5.02 3.83 0.00
H -3.17 -5.65 1.54 0.00
H -1.49 -4.99 1.34 0.00
H -4.10 -3.56 1.04 0.00
H -2.67 -3.44 -0.04 0.00
```

C27H54AlBrO24 as an isolated structure. Source: OMol25; level of theory: ωB97M-V with the def2-TZVPD basis set.

charge	-2
lowest unoccupied orbital energy	0.115	Ha
maximum force	0.02595	hartree/bohr

```
107
Properties=species:S:1:pos:R:3:mulliken_charge:R:1
C -1.76 2.21 1.73 -1.04
C -2.23 1.56 0.39 -0.50
Al -2.73 -0.40 0.55 -1.47
O -2.61 -1.11 -1.15 -0.08
C -4.66 -0.75 1.18 -1.01
C -5.19 0.18 2.19 0.06
C -5.27 1.64 1.75 -0.80
Br -7.13 -0.36 2.69 -0.41
C -1.38 -1.38 1.74 0.72
O -0.70 -2.35 1.26 -0.57
O -1.27 -0.95 2.94 -0.67
H -2.06 3.25 1.79 0.28
H -0.68 2.14 1.82 0.20
H -2.19 1.68 2.57 0.23
H -2.99 2.20 -0.06 0.43
H -1.38 1.59 -0.30 0.43
H -3.22 -0.64 -1.73 0.21
H -5.33 -0.76 0.32 0.44
H -4.64 -1.74 1.62 0.43
H -4.66 0.10 3.13 0.47
H -6.22 2.09 2.02 0.51
H -5.11 1.74 0.68 0.12
H -4.48 2.19 2.25 0.09
C -0.04 -4.70 0.33 -0.34
O 0.28 -6.03 -0.20 -0.37
C 1.10 -6.01 -1.22 0.83
O 1.65 -5.05 -1.69 -0.56
O 1.22 -7.27 -1.70 -0.38
C 2.08 -7.36 -2.83 -0.56
H -0.72 -4.82 1.15 0.30
H 0.86 -4.20 0.68 0.19
H -0.52 -4.11 -0.44 0.14
H 3.09 -7.03 -2.59 0.28
H 1.69 -6.77 -3.66 0.22
H 2.10 -8.41 -3.12 0.23
C 2.14 -0.85 0.98 -0.30
O 3.01 -0.39 2.03 -0.32
C 3.50 0.82 1.87 0.78
O 3.34 1.56 0.93 -0.57
O 4.25 1.12 2.95 -0.34
C 4.84 2.41 2.90 -0.55
H 1.81 -1.85 1.25 0.11
H 1.27 -0.22 0.89 0.13
H 2.69 -0.90 0.03 0.30
H 4.07 3.18 2.85 0.28
H 5.51 2.50 2.05 0.31
H 5.40 2.53 3.82 0.11
C -2.32 -2.67 -7.14 -0.78
O -1.61 -2.13 -6.03 -0.35
C -0.86 -3.01 -5.37 0.90
O -0.74 -4.18 -5.66 -0.59
O -0.29 -2.39 -4.36 -0.33
C 0.54 -3.20 -3.51 -0.57
H -2.89 -1.86 -7.57 0.26
H -1.63 -3.07 -7.88 0.31
H -3.00 -3.46 -6.82 0.30
H 1.39 -3.59 -4.07 0.23
H -0.03 -4.01 -3.08 0.23
H 0.89 -2.55 -2.72 0.37
C 4.82 7.64 6.41 -0.55
O 5.08 6.59 7.35 -0.35
C 4.77 5.37 6.90 0.84
O 4.30 5.12 5.82 -0.49
O 5.06 4.49 7.85 -0.35
C 4.75 3.13 7.50 -0.56
H 5.11 8.56 6.90 0.24
H 5.40 7.50 5.50 0.28
H 3.76 7.68 6.17 0.18
H 5.33 2.83 6.63 0.24
H 3.69 3.01 7.30 0.28
H 5.03 2.52 8.35 0.22
C -3.70 -1.69 -3.41 -0.03
O -5.08 -2.03 -3.20 -0.33
C -5.94 -1.42 -3.99 0.81
O -5.68 -0.63 -4.86 -0.58
O -7.18 -1.82 -3.67 -0.32
C -8.20 -1.23 -4.45 -0.65
H -3.12 -2.26 -2.69 0.14
H -3.40 -1.94 -4.42 -0.12
H -3.54 -0.63 -3.22 0.35
H -8.08 -1.48 -5.51 0.29
H -8.21 -0.15 -4.32 0.28
H -9.14 -1.64 -4.10 0.22
C 6.86 -3.80 -5.89 -0.66
O 5.48 -4.11 -5.75 -0.27
C 4.68 -3.45 -6.59 0.74
O 5.04 -2.66 -7.42 -0.57
O 3.43 -3.83 -6.35 -0.23
C 2.45 -3.19 -7.17 -0.66
H 7.39 -4.40 -5.16 0.21
H 7.22 -4.05 -6.89 0.29
H 7.04 -2.74 -5.69 0.30
H 2.62 -3.42 -8.22 0.41
H 2.46 -2.12 -7.01 0.34
H 1.48 -3.59 -6.87 0.09
C -2.62 7.67 6.70 -0.65
O -1.80 6.51 6.70 -0.33
C -0.67 6.64 5.99 0.78
O -0.33 7.63 5.40 -0.56
O -0.01 5.50 6.05 -0.30
C 1.22 5.48 5.32 -0.20
H -3.49 7.42 7.31 0.22
H -2.10 8.51 7.15 0.29
H -2.95 7.91 5.69 0.29
H 1.90 6.24 5.70 -0.07
H 1.04 5.65 4.26 0.31
H 1.66 4.50 5.46 0.22
```

Q: The highest charge belongs to which entry?
A: C27H53AlBrCl3FKN2NaO7V

Q: The lowest maximum force belongs to which entry?
A: C27H54AlBrO24

Q: Number 3 is which compound?
A: C27H53N5O11

Q: maximum force of number 1 (C27H53AlBrCl3FKN2NaO7V)?
A: 0.17698 hartree/bohr